Molecular formula: C2H8N5
Method: DFT, ωB97M-V with the def2-TZVPD basis set

Output
HOMO-LUMO gap (spin up / spin down) in eV: 8.15 / 7.39
LUMO energy (spin up / spin down) in eV: -4.20 / -4.74
Energy relative to the best compared isomer or geometry (same formula, charge and spin) in kcal/mol: 125.9
Multiplicity: 1
Net charge: +1

Structure (XYZ):
```
15
Properties=species:S:1:pos:R:3:lowdin_charge:R:1
C 1.21 -0.10 -0.13 -0.348
C 2.26 0.78 0.36 0.006
N -2.55 0.40 0.29 0.056
N -0.97 -0.64 0.19 0.065
N 1.46 -1.09 -0.97 0.240
N -3.64 -0.20 0.10 0.021
N -0.01 0.17 0.38 -0.108
H 3.08 0.86 -0.27 0.072
H 1.80 1.82 0.46 0.126
H 2.66 0.58 1.37 0.124
H 2.31 -1.35 -1.44 0.150
H 0.62 -1.58 -1.18 0.098
H -3.71 -0.99 -0.56 0.143
H -4.52 0.29 0.40 0.161
H 0.00 1.06 0.99 0.196
```



Molecular formula: C2H8N6
Method: DFT, ωB97M-V with the def2-TZVPD basis set

Output
HOMO-LUMO gap in eV: 8.88
LUMO energy in eV: 0.63
SMILES: [H]/N=C(/N)NN=C(N)N
Energy relative to the best compared isomer or geometry (same formula, charge and spin) in kcal/mol: 16.0
Multiplicity: 1
Net charge: 0

Structure (XYZ):
```
16
Properties=species:S:1:pos:R:3:lowdin_charge:R:1
H 3.03 -1.28 -0.76 0.042
N 3.14 -0.45 -0.13 0.071
C 1.94 0.04 0.05 -0.565
N 1.67 1.24 0.67 0.105
N 0.76 -0.58 -0.40 -0.037
N -0.33 0.18 -0.85 0.021
C -1.43 -0.06 -0.14 -0.515
N -1.59 -1.07 0.75 0.116
N -2.49 0.82 -0.24 0.129
H 1.15 1.86 0.05 0.081
H 2.57 1.53 1.02 0.087
H 0.97 -1.16 -1.12 0.067
H -2.34 -1.07 1.51 0.145
H -1.15 -1.93 0.45 0.093
H -3.33 0.60 0.24 0.078
H -2.57 1.32 -1.09 0.080
```



Molecular formula: C2H8N6
Method: DFT, ωB97M-V with the def2-TZVPD basis set

Output
HOMO-LUMO gap in eV: 9.80
LUMO energy in eV: 0.60
SMILES: [H]/N=C(NN)\C(=N/[H])NN
Energy relative to the best compared isomer or geometry (same formula, charge and spin) in kcal/mol: 44.1
Multiplicity: 1
Net charge: 0

Structure (XYZ):
```
16
Properties=species:S:1:pos:R:3:lowdin_charge:R:1
H -0.78 2.22 0.84 0.035
N -1.38 1.47 0.53 0.118
C -0.61 0.55 0.10 -0.375
N -1.17 -0.62 -0.37 -0.087
N -2.50 -0.80 -0.21 0.005
C 0.92 0.76 -0.10 -0.373
N 1.34 1.90 -0.52 0.120
H 0.58 2.59 -0.53 0.044
N 1.79 -0.23 0.28 -0.041
N 1.45 -1.61 0.09 0.004
H -0.62 -1.45 -0.29 0.085
H -2.70 -0.44 0.73 0.075
H -2.98 -0.16 -0.80 0.067
H 2.74 -0.06 -0.05 0.131
H 2.15 -2.05 -0.61 0.130
H 1.76 -2.06 0.91 0.061
```



Molecular formula: C2H8NO
Method: DFT, ωB97M-V with the def2-TZVPD basis set

Output
HOMO-LUMO gap in eV: 6.66
LUMO energy in eV: 4.02
Energy relative to the best compared isomer or geometry (same formula, charge and spin) in kcal/mol: 12.7
Multiplicity: 1
Net charge: -1

Structure (XYZ):
```
12
Properties=species:S:1:pos:R:3:lowdin_charge:R:1
O 3.10 -0.52 0.08 -0.616
H 3.82 0.00 -0.33 -0.185
C -1.84 0.10 -0.19 -0.146
C -0.34 0.39 -0.18 -0.367
N 0.41 -0.31 0.91 -0.052
H -2.41 0.88 -0.73 0.053
H -2.37 0.31 0.74 0.056
H -2.01 -0.87 -0.66 0.056
H -0.17 1.43 0.11 0.092
H 0.13 0.11 -1.12 0.094
H 1.42 -0.23 0.70 -0.023
H 0.25 -1.29 0.67 0.039
```



> Look up the net charge of the first one.

+1